ORCA calculation (ωB97M-V/def2-TZVPD) on C47H51CrN4O5P as an isolated structure.

```
109
Properties=species:S:1:pos:R:3:forces:R:3:lowdin_charge:R:1
Cr -0.3258 -0.7079 -0.3582 -0.31 0.08 0.29 0.9025
C 4.7806 -5.6086 0.5438 0.01 -0.03 0.02 -0.0411
C 3.5169 -4.7969 0.5389 -0.04 0.10 -0.04 -0.2552
C 2.3652 -5.2060 1.1416 0.01 0.00 0.01 0.0164
C 1.1596 -4.4465 1.1092 -0.04 -0.16 0.10 -0.1013
C 0.0955 -5.0400 1.8261 0.06 0.10 -0.01 0.0081
N -1.2042 -4.8744 1.8648 -0.01 -0.08 -0.01 0.0969
C -2.1662 -4.1695 1.0035 0.09 0.11 0.14 -0.1352
C -2.6802 -5.0894 -0.0983 -0.08 -0.02 -0.03 -0.1334
C -1.6712 -5.4060 -1.1982 0.16 0.05 -0.07 -0.1311
N -1.3377 -4.2170 -1.9741 -0.10 0.09 0.05 0.0989
C -1.8836 -3.9044 -3.1123 0.02 0.01 -0.07 0.0224
C -1.7927 -2.6315 -3.7311 -0.06 -0.17 0.05 -0.1175
C -2.5315 -2.3832 -4.9082 -0.01 -0.01 -0.02 0.0268
C -2.6763 -1.1189 -5.4198 0.07 0.08 0.12 -0.2532
C -3.4468 -0.8339 -6.6780 -0.02 -0.02 -0.02 -0.0407
C -2.1018 -0.0669 -4.6796 -0.07 -0.03 -0.13 0.0426
C -1.3927 -0.2493 -3.5114 0.08 0.13 0.11 -0.1051
C -0.9125 0.9256 -2.7858 -0.06 -0.12 -0.01 -0.0464
N -0.5179 0.9395 -1.5754 0.12 0.08 -0.10 -0.0233
C 0.0049 2.1948 -1.0266 -0.05 -0.17 -0.25 -0.1608
C 1.4751 2.0263 -0.6022 0.03 -0.02 -0.04 -0.1365
C 2.1882 0.8530 -1.2606 -0.02 -0.14 0.00 -0.1548
N 1.7077 -0.4497 -0.7554 0.11 0.12 -0.10 -0.0070
C 2.5745 -1.3678 -0.6266 0.00 -0.10 0.17 -0.0550
C 2.3718 -2.7104 -0.0892 -0.09 0.16 -0.08 -0.0913
C 3.4797 -3.5225 -0.0614 0.10 -0.09 0.00 0.0481
C 1.1355 -3.1498 0.5008 -0.05 0.23 0.07 -0.2669
O 0.0919 -2.4316 0.5630 -0.04 -0.34 -0.38 -0.1033
C -1.1458 -1.5701 -3.0420 0.01 0.02 0.07 -0.2697
O -0.3922 -1.8250 -2.0362 0.07 0.10 -0.03 -0.1127
H 4.6483 -6.5339 1.1024 0.00 0.00 0.00 0.0790
H 5.6018 -5.0567 1.0025 0.00 0.01 0.00 0.0870
H 5.0883 -5.8723 -0.4689 -0.01 0.01 -0.01 0.0856
H 2.3548 -6.1572 1.6639 -0.02 -0.01 0.00 0.1235
H 0.4171 -5.8265 2.5039 -0.01 -0.01 -0.01 0.1451
H -1.6557 -5.4718 2.5437 -0.01 0.02 -0.01 0.1583
H -1.7381 -3.2416 0.6310 0.00 -0.06 -0.03 0.0901
H -2.9915 -3.8861 1.6541 -0.02 -0.02 -0.01 0.1236
H -3.5545 -4.6049 -0.5388 -0.01 -0.02 -0.05 0.1149
H -3.0258 -6.0370 0.3238 0.00 0.01 0.04 0.1223
H -2.0684 -6.1579 -1.8804 -0.04 0.01 0.00 0.1278
H -0.7414 -5.8006 -0.7816 -0.04 -0.01 0.01 0.1228
H -0.8038 -3.4453 -1.5465 0.02 -0.03 0.01 0.1190
H -2.5018 -4.6677 -3.5798 0.01 0.01 -0.02 0.1534
H -3.0091 -3.2195 -5.4079 0.00 -0.02 0.00 0.1283
H -3.8070 -1.7547 -7.1334 0.00 -0.01 0.00 0.0794
H -2.8265 -0.3200 -7.4130 0.01 0.01 0.00 0.0864
H -4.3113 -0.2004 -6.4759 0.00 0.01 0.01 0.0873
H -2.2438 0.9488 -5.0372 0.00 0.01 0.00 0.1353
H -0.9291 1.8677 -3.3402 0.02 -0.03 -0.01 0.1453
H -0.6053 2.4655 -0.1670 0.08 -0.13 -0.26 0.0812
H -0.0955 2.9735 -1.7879 0.03 0.02 0.06 0.1237
H 1.5365 1.9094 0.4775 0.02 0.03 0.00 0.1002
H 2.0161 2.9376 -0.8615 0.00 -0.01 0.01 0.1204
H 3.2606 0.9286 -1.0694 0.01 0.01 -0.03 0.1237
H 2.0432 0.8689 -2.3450 -0.03 0.01 0.00 0.1305
H 3.6098 -1.1510 -0.9031 -0.01 0.00 0.01 0.1400
H 4.3971 -3.1376 -0.4972 0.01 -0.01 0.00 0.1327
O 1.5516 -0.8744 2.1746 0.09 0.00 0.04 0.0575
C 0.7482 0.0470 2.2178 0.08 0.09 0.20 -0.5491
O -0.1041 0.3474 1.2868 -0.03 -0.05 -0.19 -0.1697
C 0.7676 0.9824 3.4102 0.34 -0.18 -0.13 -0.1324
C 1.9055 0.9020 4.2163 0.01 -0.02 0.03 -0.0188
C 2.0953 1.7631 5.2806 -0.06 0.03 -0.01 -0.0656
C 1.1378 2.7344 5.5511 0.04 -0.12 -0.09 -0.0632
C 0.0039 2.8080 4.7619 -0.06 -0.02 0.11 -0.0801
C -0.2071 1.9323 3.6924 -0.27 0.32 0.05 -0.3052
P -1.7501 2.1047 2.6962 -0.15 -0.13 0.21 1.1456
C -2.8588 2.8238 3.9745 -0.06 0.08 -0.02 -0.3924
C -3.3086 1.9366 4.9562 0.01 -0.06 -0.06 -0.1137
C -4.1930 2.3471 5.9371 -0.02 0.05 0.05 -0.0844
C -4.6656 3.6549 5.9476 0.01 -0.03 -0.01 -0.0881
C -4.2331 4.5425 4.9774 0.03 -0.02 -0.02 -0.0808
C -3.3325 4.1297 4.0007 0.06 0.12 0.04 -0.0942
C -1.2952 3.5538 1.6693 0.13 0.08 0.08 -0.3787
C -2.2639 4.1423 0.8521 -0.08 -0.05 -0.03 -0.1223
C -1.9323 5.1486 -0.0419 -0.03 -0.02 0.00 -0.0779
C -0.6158 5.5756 -0.1550 0.03 -0.02 0.02 -0.0855
C 0.3601 4.9899 0.6373 -0.02 0.04 0.04 -0.0850
C 0.0241 3.9900 1.5413 -0.08 0.26 0.23 -0.1011
H 2.6375 0.1435 3.9777 0.01 0.00 -0.01 0.1134
H 2.9858 1.6851 5.8902 0.01 0.00 0.01 0.1049
H 1.2730 3.4281 6.3702 0.00 0.01 0.01 0.1071
H -0.7421 3.5609 4.9831 0.02 -0.01 0.01 0.1064
H -2.9492 0.9124 4.9573 -0.02 -0.01 -0.03 0.1029
H -4.5183 1.6475 6.6957 -0.01 -0.01 0.01 0.1027
H -5.3621 3.9770 6.7099 -0.01 0.00 0.01 0.1025
H -4.5843 5.5661 4.9812 -0.01 0.01 0.00 0.1039
H -2.9811 4.8522 3.2759 -0.02 -0.01 -0.05 0.0947
H -3.2920 3.8007 0.9016 0.00 -0.01 0.04 0.1081
H -2.7042 5.5971 -0.6541 0.00 0.01 0.00 0.1060
H -0.3555 6.3635 -0.8494 0.00 0.01 -0.02 0.1047
H 1.3890 5.3200 0.5633 0.01 0.00 0.00 0.1101
H 0.7979 3.5562 2.1619 0.00 0.01 -0.01 0.1072
C -4.1312 -1.3608 -1.4717 -0.01 -0.05 -0.04 -0.0182
C -3.5067 -0.7000 -0.2386 0.02 0.18 0.09 -0.6833
C -4.2317 -1.2019 1.0161 -0.08 0.03 -0.01 -0.0287
C -3.6872 0.8129 -0.3421 -0.01 0.09 -0.04 -0.0303
O -2.1572 -1.0548 -0.1283 0.17 -0.37 -0.13 -0.2827
H -5.2212 -1.3111 -1.4339 -0.02 0.03 0.00 0.0922
H -3.8391 -2.4135 -1.5051 -0.01 -0.03 0.01 0.0649
H -3.8059 -0.8817 -2.3981 0.03 -0.01 0.03 0.0739
H -5.2076 -0.7251 1.1324 -0.01 -0.01 -0.03 0.0884
H -3.6268 -0.9730 1.8935 0.01 0.02 0.01 0.0860
H -4.4036 -2.2803 0.9626 0.07 -0.02 0.02 0.0627
H -4.7160 1.0697 -0.6039 -0.03 -0.02 0.04 0.0924
H -3.0320 1.2255 -1.1089 -0.02 -0.01 -0.06 0.0682
H -3.4391 1.2879 0.6041 0.06 0.02 0.09 0.0372
```
Forces are in eV/Å.

M ... 834.92 g mol⁻¹
2S+1 ... 4
LUMO (spin up / spin down) ... -0.1157 / -0.1162 Ha
F_max ... 0.0100 Eh/bohr
HOMO-LUMO gap (spin up / spin down) ... 6.190 / 6.193 eV
Net charge ... +1
Expectation value of S² ... 3.7693

---

ORCA calculation (ωB97M-V/def2-TZVPD) on a 2-piece molecular cluster, C4H6NOP overall in a non-equilibrium geometry.

```
13
Properties=species:S:1:pos:R:3:forces:R:3:lowdin_charge:R:1
O 3.2599 -1.2465 0.7588 -1.37 1.97 0.15 0.1129
C 2.6180 -0.2933 0.4330 1.83 -2.81 -0.55 -0.4043
N 2.0512 0.5559 -0.1843 -0.36 -0.07 0.12 -0.2267
P 1.2813 2.0440 0.0392 -2.24 0.01 -1.39 0.7610
H 0.9784 2.4134 -1.4176 0.44 -0.69 1.70 -0.0660
H 2.4476 2.6781 0.0058 1.75 1.62 0.00 -0.1614
C -2.6865 -1.0452 0.9454 -3.15 -1.82 0.06 -0.0160
C -1.7084 -1.0402 0.1439 1.29 -0.11 -0.98 -0.2141
C -0.8508 -0.7490 -0.7681 1.20 -0.96 -0.68 -0.0366
H -3.6259 -1.6493 0.7055 1.42 0.92 0.60 0.0983
H -2.6170 -0.4433 1.7943 -0.26 0.67 1.49 0.0407
H 0.0742 -1.2504 -1.0841 -0.56 0.15 0.56 0.0660
H -1.2218 0.0259 -1.3717 0.00 1.14 -1.07 0.0462
```
Forces are in eV/Å.

SMILES string ... O=C=NP.C=C=C
M ... 115.07 g mol⁻¹
ΔE to the lowest compared entry with this formula, charge and spin ... 180.1 kJ/mol
LUMO ... 0.0205 Ha
F_max ... 0.0708 Eh/bohr
HOMO-LUMO gap ... 10.210 eV

---

ORCA calculation (ωB97M-V/def2-TZVPD) on a 2-piece molecular cluster, C5H5N overall in a non-equilibrium geometry.

```
11
Properties=species:S:1:pos:R:3:forces:R:3:lowdin_charge:R:1
C 1.2360 0.0219 0.7295 0.25 2.17 1.23 -0.1571
C 0.5074 0.9297 1.5024 -0.38 -2.46 3.17 -0.0641
C 0.1155 1.7248 0.3834 -0.70 1.39 -2.61 -0.2235
N 1.5078 1.2424 0.2094 0.17 -0.60 -2.26 0.0567
H 1.8510 -0.8472 0.8347 0.15 -0.25 -0.17 0.1114
H -0.6673 1.2134 -0.2323 0.98 0.61 0.20 0.1086
H 0.0311 2.8247 0.3725 -0.11 -0.61 0.50 0.1053
C -0.6595 -1.6881 -0.1066 -0.28 0.16 -3.70 -0.0016
C -0.7121 -1.6261 -1.3142 0.01 -0.42 0.94 0.0413
H -0.5107 -1.5131 0.8802 -0.04 -0.07 2.39 -0.0063
H -0.7560 -1.6832 -2.3840 -0.04 0.07 0.31 0.0293
```
Forces are in eV/Å.

SMILES string ... C1=C2CN12.C#C
M ... 79.10 g mol⁻¹
ΔE to the lowest compared entry with this formula, charge and spin ... 753.7 kJ/mol
LUMO ... 0.0160 Ha
F_max ... 0.0784 Eh/bohr
HOMO-LUMO gap ... 8.729 eV